No. 1
Molecular formula: C3H8N2OS
Method: DFT, wB97M-V/def2-TZVPD

Last column: Mulliken charge in e.
Positions of all 15 atoms, in Å:
1 H 0.6134 -1.6270 -1.5439  0.2306
2 H 0.6829 0.0704 1.5692  0.3602
3 O 1.5781 1.2461 -1.0717  -0.6123
4 C 0.8890 0.2450 -1.0000  0.5037
5 N -0.8620 1.6165 0.0710  -0.6505
6 H -0.0347 2.1311 0.3515  0.2842
7 S -1.4723 -0.3461 2.4445  -0.1544
8 C -0.4084 0.2596 -0.1602  0.1177
9 C -0.1736 -0.5044 1.1745  -1.0144
10 H -1.2507 2.0141 -0.7717  0.2489
11 H -2.2219 -1.2701 1.8001  0.1117
12 H -1.1817 -0.3378 -0.7188  0.3952
13 H 0.1755 -1.5437 1.0358  0.3499
14 N 1.3598 -0.9631 -1.4260  -0.4116
15 H 2.3066 -0.9906 -1.7543  0.2412

As for the relative energy (zero: lowest compared OMol25 entry of this formula, charge and spin): 0.718 eV. Its net charge is 0. Its SMILES is NC(=O)[C@H](N)CS.

---

No. 2
Molecular formula: C34H45BrN2O10
Method: DFT, wB97M-V/def2-TZVPD

Last column: Mulliken charge in e.
Positions of all 92 atoms, in Å:
1 C -4.2774 2.2506 -1.3515  0.5751
2 H -5.1504 -0.0017 -2.6675  0.3317
3 O 0.1704 -3.0352 -2.0901  -0.3096
4 C -1.8641 3.5736 -0.7810  0.2149
5 C 4.9581 4.7199 3.4534  -0.3826
6 H 2.2162 -2.0199 5.6987  0.3904
7 H 4.2098 0.3442 -0.0547  0.2337
8 C -1.1450 2.7611 -2.0539  0.3718
9 H -1.0485 -2.4270 0.8458  0.2398
10 H 3.7677 -3.0419 2.6886  0.3487
11 H 2.5381 -1.4786 3.2543  0.1074
12 C -0.3128 -3.7494 -0.8953  0.5670
13 H -5.0071 1.3317 2.0877  0.3323
14 H -3.1185 -5.4461 -0.9399  0.2351
15 H -3.5460 -5.8028 -2.6353  0.3334
16 H 0.3782 -0.7968 -4.5688  0.3877
17 C -3.3016 -5.0134 -1.9269  -0.6442
18 H -3.8359 -0.4894 -3.5552  0.2531
19 H -7.0712 -5.3238 -3.0582  0.3037
20 C 0.6276 4.0609 0.4070  0.3311
21 H 4.2752 2.4770 3.5071  0.0544
22 H -6.5723 -7.5400 -2.0555  0.3540
23 C 1.3492 3.2880 -0.8890  0.2116
24 H 5.7752 6.5981 2.4539  0.3447
25 C -1.9536 1.6580 -2.9974  0.1991
26 H 5.4960 1.9016 1.7848  0.1717
27 Br 2.5595 3.7991 4.9595  -0.1815
28 H -6.8628 -6.3207 -0.7925  0.2951
29 H 0.8799 4.7408 2.7331  0.2310
30 O -4.0611 -2.8125 -1.4529  -0.5172
31 H -5.4350 -5.7912 -3.4767  0.3625
32 O -0.9769 -4.9208 -0.9156  -0.6216
33 H 4.6566 5.4198 4.3722  0.3532
34 C 2.9460 3.5343 1.9666  0.6237
35 H 5.7184 0.1196 0.5993  0.3204
36 H 2.5959 -0.0385 4.2511  0.3202
37 C 2.8637 2.6643 -0.8214  -0.5317
38 H 4.0795 6.0841 1.7487  0.2303
39 O 0.9812 3.3637 -3.5127  -0.5470
40 C -3.5548 1.4018 -2.5919  0.2974
41 H 1.3177 -0.8765 -2.0472  0.2510
42 H -1.0833 1.5102 -5.1917  0.3383
43 O -4.8535 0.7605 1.2569  -0.4130
44 H 5.3793 -3.4380 3.3446  0.2785
45 C 5.1685 2.1211 0.6823  -0.2308
46 H 3.7414 -2.7377 5.1436  0.2810
47 H 5.9707 4.1622 3.7331  0.2426
48 H -2.3804 -4.5494 -2.2943  0.0174
49 C 5.1063 5.6660 2.1236  -0.7875
50 H -1.9571 -0.0393 -4.5681  0.2252
51 H 5.9994 2.8341 0.2076  0.1991
52 O -7.1887 0.4522 0.7108  -0.5408
53 C 3.6581 2.8010 0.6439  0.0291
54 H -6.2458 3.1440 -0.5996  0.3610
55 C 1.4141 4.1932 1.8399  -0.6764
56 H 0.1687 -3.8463 1.4225  0.3351
57 C 0.2012 -0.5338 -2.2883  -0.1508
58 C 5.2011 -1.3994 2.7727  0.8353
59 C -5.8782 2.0569 -0.9283  -1.0726
60 C -6.0794 -5.5186 -2.6358  -0.3820
61 C -6.1893 -6.6214 -1.6013  -0.9649
62 H -0.1048 0.2402 -1.4598  0.1441
63 N 5.1743 0.7565 -0.0373  -0.7214
64 H 5.1268 -3.1617 1.6001  0.3039
65 H -3.9441 3.9404 0.4865  0.2567
66 C -3.4476 3.3586 -0.4155  -0.7953
67 C 3.8023 3.5625 3.3634  -0.0624
68 C -4.3538 -3.9520 -1.8098  0.7056
69 C -0.0568 -3.0391 0.5944  -0.6037
70 H 5.5976 5.0481 1.2558  0.1402
71 O 4.4268 -0.6143 3.5584  -0.2909
72 H 3.4016 2.1384 -1.7219  0.3840
73 O -1.3676 5.8170 0.5564  -0.5381
74 O 6.2248 -0.9473 2.2637  -0.6725
75 H -6.5435 1.7646 -1.8505  0.3112
76 H 0.8753 -2.3380 0.4506  0.1401
77 H -1.2507 -2.0314 -3.3430  0.1805
78 N -4.4226 0.3736 -3.3472  -0.6361
79 H -5.2223 -6.8400 -1.1405  0.2733
80 C 0.4636 3.1472 -2.3010  0.1213
81 C -6.0172 1.0512 0.3640  0.6213
82 H 1.1440 0.7865 -3.8903  0.2581
83 C 3.1173 -0.9774 4.0353  -0.0253
84 C -1.2158 0.8335 -4.2331  -0.7502
85 C -0.9228 4.6204 0.1224  0.0042
86 C 0.1855 0.0967 -3.8013  -0.8201
87 C 4.8348 -2.8435 2.6064  -1.1064
88 H 3.7755 -1.2481 6.0720  0.3159
89 C 3.2132 -1.7949 5.3085  -1.1308
90 C -0.7426 -1.8988 -2.2969  -0.1391
91 H -1.5220 -1.7463 -1.4161  0.1418
92 O -5.6474 -4.2862 -2.0286  -0.3756

The total energy is -4757.56493 Ha. Its net charge is 0. Its SMILES is CC[C@@H](Br)c1cc2c(cc1CN)C(=O)c1c(cc(CC(=O)O)c(N)c1CCCCOC(C)=O)C2=O.CCOC(C)=O.CCOC(C)=O.

---

No. 3
Molecular formula: C6H14FN4O3
Method: DFT, wB97M-V/def2-TZVPD

Last column: Mulliken charge in e.
Positions of all 28 atoms, in Å:
1 H 1.6131 -1.4777 0.3407  0.3481
2 H -0.1398 -2.9472 0.0997  0.3131
3 N -3.3203 -1.5981 -0.9484  -0.3823
4 N 2.3313 -1.6955 -1.5955  -0.7083
5 O 0.4048 1.5039 1.4088  -0.2619
6 H 1.8018 3.1694 3.2096  0.3030
7 C 0.1662 -2.5129 -0.8511  -0.7944
8 C 1.2168 -1.4211 -0.6712  -0.0541
9 C -2.0013 -1.2588 -1.0429  0.1588
10 H -1.5112 0.2057 0.3507  0.1646
11 H -3.4785 -2.5821 -0.7643  0.2832
12 H 0.7974 -0.4335 -0.8562  0.1801
13 F 1.6781 4.6590 1.8960  -0.2687
14 C 1.4951 2.4044 1.1571  -0.4371
15 N -1.1187 -2.1048 -1.5490  -0.1410
16 H 1.3685 2.8734 0.1808  0.2969
17 N -1.6322 -0.0107 -0.6310  -0.1844
18 O -1.6092 1.7017 2.3569  -0.5126
19 C 1.3079 3.4217 2.2707  0.2558
20 H -1.6277 -2.9539 -1.7824  0.2922
21 H 2.0629 -1.4213 -2.5345  0.2200
22 H -1.3959 0.6991 -1.3022  0.2607
23 C -0.5468 2.1685 2.1138  0.6391
24 O -0.1036 3.3891 2.4658  -0.2976
25 H 2.4449 1.8798 1.1927  0.2907
26 H 3.1294 -1.1171 -1.3635  0.2606
27 H -3.9349 -1.2516 -1.6752  0.2803
28 H 0.6019 -3.2894 -1.4755  0.4952

As for the relative energy (zero: lowest compared OMol25 entry of this formula, charge and spin): 0.299 eV. Its net charge is +1.

---

No. 4
Molecular formula: C29H22ClNO4
Method: DFT, wB97M-V/def2-TZVPD

Last column: Mulliken charge in e.
Positions of all 57 atoms, in Å:
1 H -3.3387 4.1262 0.3894  0.4962
2 C 0.3358 -1.3556 1.4312  0.9828
3 C -0.3039 2.9079 -0.4964  0.1327
4 H 0.4982 -1.3734 4.8024  0.4116
5 H -1.1654 -1.6579 -2.7654  0.4565
6 N -2.1037 -1.3296 -0.5096  0.1828
7 C 1.9787 -3.6068 -1.7179  -0.7707
8 H -2.1801 6.2513 -0.0831  0.4124
9 C 0.9527 -3.4136 -0.8111  -0.1442
10 C -0.9132 -2.4736 3.6273  -0.7903
11 C -2.3096 4.1231 0.0638  -0.5909
12 C -1.6546 5.3155 -0.1978  -0.6311
13 H -1.9430 -3.3425 -0.1240  0.6903
14 C 1.8838 -3.0860 -2.9976  -0.5173
15 H 1.0332 -3.8189 0.1870  0.4614
16 H -1.5992 -0.5143 -0.8352  0.3892
17 H 1.6120 -0.3749 2.8337  0.4402
18 C -1.3589 -2.7762 2.3523  -0.5329
19 C 2.3324 2.1233 0.6630  -0.2165
20 H 1.7674 2.8849 1.1787  0.5216
21 H 0.1753 6.2402 -0.8136  0.4212
22 C -0.2821 -2.1973 -2.4610  -0.3067
23 O -3.2118 1.2472 -0.6024  -0.3851
24 H 4.0857 2.3958 1.8615  0.4282
25 H 1.3685 4.1009 -1.1008  0.5581
26 H -4.5860 0.3471 0.6557  0.3515
27 C 0.3364 1.5989 -0.7673  0.7481
28 C 3.7596 0.0962 -0.6079  -0.8061
29 H -1.4070 -2.9072 4.4846  0.3836
30 C 0.3448 4.1116 -0.7566  -0.3244
31 C -1.2740 -2.4716 -0.1497  -0.2084
32 H 2.8561 -4.1642 -1.4236  0.4278
33 C 0.7799 -1.0529 2.7043  -0.9509
34 C 4.3362 0.8359 0.4166  0.3754
35 C -2.3156 1.6367 0.3044  0.3043
36 Cl 5.9507 0.4927 0.9088  -0.2133
37 H 4.3169 -0.6920 -1.0886  0.4630
38 C -4.0432 0.1388 -0.2729  -0.5021
39 C -0.1822 -2.6926 -1.1675  0.0630
40 C -1.6417 2.9179 -0.0904  0.2864
41 C 0.1554 -1.6124 3.8062  -0.6065
42 C 2.4648 0.3743 -0.9913  -0.1236
43 H -4.7576 0.0603 -1.0955  0.3348
44 C -3.3641 -1.2263 -0.0747  0.6525
45 C 1.7422 1.3963 -0.3701  0.3134
46 O -2.0934 1.0719 1.3433  -0.6025
47 C 3.6263 1.8437 1.0567  -0.9968
48 H 0.6585 -1.9905 -4.3681  0.4101
49 C -0.3305 5.3093 -0.6065  -0.7783
50 O -0.2996 0.7138 -1.3145  -0.7475
51 C 0.7467 -2.3891 -3.3676  -0.8135
52 H 1.9912 -0.1977 -1.7763  0.3564
53 H -2.2055 -3.4320 2.2138  0.4222
54 H 2.6881 -3.2294 -3.7045  0.4117
55 O -4.0052 -2.1376 0.4074  -0.6843
56 H 0.8254 -0.9235 0.5721  0.3360
57 C -0.7331 -2.2224 1.2450  -0.3813

As for the relative energy (zero: lowest compared OMol25 entry of this formula, charge and spin): 0.000 eV. Its net charge is 0. Its SMILES is O=C(COC(=O)c1ccccc1C(=O)c1ccc(Cl)cc1)NC(c1ccccc1)c1ccccc1.

---

No. 5
Molecular formula: C4H13N2S
Method: DFT, wB97M-V/def2-TZVPD

Last column: Mulliken charge in e.
Positions of all 20 atoms, in Å:
1 H -1.7302 -1.2904 0.3480  0.4203
2 H -2.1479 1.2145 -0.5862  0.4686
3 N -1.2136 -0.2827 -1.6680  -0.4506
4 S 3.5165 -0.4303 0.0952  -0.1394
5 H -2.0131 -0.4911 -2.2128  0.1966
6 C 0.7521 -0.4171 0.4694  -0.4715
7 H 1.8490 1.3120 -0.4102  0.5521
8 C -0.5239 0.2661 0.6418  -0.1554
9 H -0.2654 1.1615 1.3832  0.2539
10 H 3.5825 -0.3685 -1.1279  0.1094
11 H -0.4689 1.5139 -1.1166  0.3531
12 H -1.3681 -1.1632 2.1005  0.3673
13 H -2.4942 -0.2408 1.4604  0.3541
14 H 2.1963 1.2620 1.0643  0.3662
15 N -1.5975 -0.6421 1.1979  -0.2797
16 H 0.9416 -0.9830 1.4201  0.3728
17 C -1.1587 0.7831 -0.7515  -0.7236
18 H 0.6788 -1.2490 -0.2668  0.3362
19 C 1.8930 0.5357 0.2483  -1.1276
20 H -0.4283 -0.4905 -2.2894  0.1972

As for the relative energy (zero: lowest compared OMol25 entry of this formula, charge and spin): 1.991 eV. Its net charge is +1. Its SMILES is NC[C@@H]([NH3+])CCS.

---

No. 6
Molecular formula: Br2FH2PSi
Method: DFT, wB97M-V/def2-TZVPD

Last column: Mulliken charge in e.
Positions of all 7 atoms, in Å:
1 Br -3.3888 1.0241 -2.2782  -0.2108
2 F 1.6585 -1.1035 0.0207  -0.2734
3 Si -1.3935 -0.0580 -2.6197  0.3960
4 H -0.4642 -1.7501 -0.5187  0.0297
5 Br -2.1657 -2.2186 -2.7668  -0.1934
6 H 0.9211 -3.3441 -0.5361  0.0763
7 P 0.8306 -1.9349 -1.1009  0.1755

As for the relative energy (zero: lowest compared OMol25 entry of this formula, charge and spin): 2.792 eV. Its net charge is 0.